The following is a quantum chemistry calculation of a structure of composition C13H34O11S3Zn at a distorted geometry, from the OMol25 dataset.

Lowest unoccupied orbital energy (alpha / beta) = -4.31 / -6.02 eV
Expectation value of S² = 0.758
Total charge = +1
E_HOMO (alpha / beta) = -11.47 / -11.19 eV
Multiplicity = 2

Geometry (Å):
Zn: 0.0280 2.6919 -2.3769
C: 0.5183 1.3685 0.8623
C: 1.4920 2.5195 0.5748
O: 1.2838 3.0976 -0.6537
H: -0.4690 1.6193 0.4746
H: 0.3540 1.3512 1.9397
H: 0.8315 0.3836 0.5160
H: 2.5092 2.1467 0.6951
H: 1.4360 3.3754 1.2474
C: 3.7875 1.7909 -3.0944
C: 3.0362 2.8049 -3.9295
O: 1.6585 2.5875 -3.8938
H: 4.8430 2.0148 -2.9396
H: 3.8626 0.7398 -3.3731
H: 3.3256 1.7367 -2.1086
H: 3.4289 2.7264 -4.9432
H: 3.2558 3.8480 -3.7015
O: 1.2568 -0.9048 -4.0199
S: 0.6490 -0.6551 -2.7214
O: 0.1586 0.6091 -2.1661
O: -0.4157 -1.9035 -2.4128
C: -1.0157 -2.6260 -3.5334
C: -2.4329 -2.8810 -3.1043
C: 2.0367 -1.1317 -1.4350
H: -0.4978 -3.5335 -3.8435
H: -1.0647 -1.9268 -4.3681
H: -3.1394 -2.0510 -3.0920
H: -2.3979 -3.3472 -2.1196
H: -2.9687 -3.7016 -3.5814
H: 2.3721 -1.9601 -2.0590
H: 1.4382 -1.5719 -0.6374
H: 2.6156 -0.2207 -1.2834
O: -3.9500 2.7999 0.4029
S: -3.1002 2.4670 -0.7110
O: -1.8747 3.0967 -0.9959
O: -2.6623 0.9462 -0.2929
C: -3.4354 0.1661 0.6991
C: -3.3194 -1.3343 0.4612
C: -3.9135 1.8406 -2.1567
H: -4.4961 0.3612 0.5410
H: -3.0034 0.5494 1.6236
H: -4.0813 -1.7946 1.0902
H: -2.4077 -1.8506 0.7619
H: -3.5513 -1.5849 -0.5740
H: -4.8252 1.3616 -1.7995
H: -3.3188 1.0872 -2.6733
H: -4.2480 2.6257 -2.8348
O: 0.4043 -1.5431 2.3962
S: -0.1362 -1.0964 3.6958
O: -1.5575 -0.9599 4.0843
O: 0.5585 -2.2741 4.8106
C: 1.9436 -2.4952 4.7850
C: 2.5877 -2.1016 6.1168
C: 0.8081 0.3766 4.2581
H: 2.4539 -1.8929 4.0335
H: 2.1027 -3.5353 4.5005
H: 2.6215 -2.9730 6.7707
H: 2.0847 -1.2240 6.5230
H: 3.6503 -1.9531 6.3091
H: 0.7694 0.3569 5.3472
H: 0.2506 1.2406 3.8964
H: 1.8696 0.3407 4.0128

=====

The following is a quantum chemistry calculation of the ion C4H8N3OS with charge +1 at a distorted geometry, from the OMol25 dataset.

Structure (SMILES) = [NH2+]=C1CC=N[C@@](O)(S)N1
Lowest unoccupied orbital energy = -3.64 eV
Total charge = +1
Energy above the lowest of the compared OMol25 structures with the same formula, charge and spin = 1.4392 eV
E_HOMO = -13.24 eV
Multiplicity = 1

Geometry (Å):
C: 0.0877 1.6308 -0.1636
C: -1.0922 -0.5026 0.0727
C: -1.0072 0.9133 0.5796
C: 1.2883 -0.4188 -0.3709
N: 1.1344 1.0809 -0.5303
N: -0.0592 -1.0469 -0.4774
N: -2.1928 -1.1172 0.1686
O: 1.9964 -0.9650 -1.3199
S: 2.1329 -0.4207 1.3696
H: 0.0138 2.7560 -0.3750
H: -0.7028 1.2114 1.5359
H: -1.9605 1.3570 0.4728
H: -0.1657 -1.7538 -1.2503
H: -2.9147 -0.7243 0.6933
H: -2.3594 -2.0395 -0.1997
H: 2.9242 -0.6959 -1.3000
H: 2.8766 0.7354 1.0947

=====

The following is a quantum chemistry calculation of an isolated molecule of C6H12O, from the OMol25 dataset.

Structure (SMILES) = CC[C@H]1C[C@H]1CO
Lowest unoccupied orbital energy = 1.01 eV
Energy above the lowest of the compared OMol25 structures with the same formula, charge and spin = 1.1987 eV
E_HOMO = -10.01 eV
Multiplicity = 1

Geometry (Å):
C: -2.2058 -0.2169 0.8051
C: -1.2797 0.8406 0.2046
C: -0.4130 0.2914 -0.9086
C: 0.8892 0.9398 -1.2807
C: 0.8871 -0.4221 -0.6482
C: 1.4441 -0.6251 0.7397
O: 2.8356 -0.8855 0.7145
H: -2.8583 -0.6478 0.0360
H: -2.8446 0.2092 1.5857
H: -1.6336 -1.0378 1.2526
H: -0.6503 1.2762 0.9907
H: -1.8778 1.6698 -0.1953
H: -0.9843 -0.1109 -1.7438
H: 1.1591 1.0298 -2.3280
H: 1.2280 1.7652 -0.6589
H: 1.0932 -1.2632 -1.3116
H: 1.3241 0.2742 1.3525
H: 0.9133 -1.4382 1.2592
H: 2.9737 -1.6488 0.1344

=====

The following is a quantum chemistry calculation of an isolated molecule of C3H6N2O at a distorted geometry, from the OMol25 dataset.

Structure (SMILES) = O=C1NCCN1
Lowest unoccupied orbital energy = 0.83 eV
Energy above the lowest of the compared OMol25 structures with the same formula, charge and spin = 1.9541 eV
E_HOMO = -9.76 eV
Multiplicity = 1

Geometry (Å):
O: -0.5998 2.4409 0.5284
C: -0.2381 1.3244 0.2433
N: -0.4631 0.2000 1.0255
C: -0.2054 -1.0468 0.4110
C: 0.8351 -0.4150 -0.7982
N: 0.4526 0.9472 -0.9216
H: -1.1891 0.3020 1.7058
H: -1.1532 -1.5940 0.1307
H: 0.4056 -1.7638 0.9703
H: 1.8033 -0.5028 -0.3144
H: 0.2881 -1.2307 -1.2107
H: 0.0639 1.3387 -1.7699